Entry 1:
{
  "formula": "C28H37F6N3O10S3SiZr",
  "method": "ωB97M-V/def2-TZVPD",
  "lumo_ev": -1.62,
  "largest_force_ha_per_bohr": 0.0841,
  "homo_ev": -8.04,
  "orbital_gap_ev": 6.4242,
  "e_above_lowest_ev": 0.000,
  "symbols": ["Zr", "O", "C", "C", "C", "C", "C", "C", "C", "O", "N", "N", "C", "C", "C", "C", "C", "C", "C", "O", "H", "H", "H", "H", "H", "H", "H", "H", "H", "H", "F", "C", "F", "F", "S", "O", "O", "N", "S", "O", "O", "C", "F", "F", "F", "C", "C", "C", "C", "O", "Si", "S", "O", "C", "C", "C", "C", "O", "C", "C", "C", "C", "H", "H", "H", "H", "H", "H", "H", "H", "H", "H", "H", "H", "H", "H", "H", "H", "H", "H", "H", "H", "H", "H", "H", "H", "H", "H", "H"],
  "positions_angstrom": [[1.40067, -1.92522, -0.10041], [-1.81454, -3.37366, 4.25783], [-2.63851, -3.08281, 3.25914], [-4.00756, -2.82477, 3.59105], [-4.82969, -2.23074, 2.67649], [-4.44295, -2.16373, 1.31950], [-3.17350, -2.55895, 0.95038], [-2.23878, -2.98214, 1.94439], [-0.79986, -2.92562, 1.56729], [-0.54850, -2.77615, 0.30965], [0.09513, -2.95164, 2.53237], [1.39263, -2.97290, 1.93485], [2.39745, -3.73204, 2.37330], [3.32472, -4.46760, 1.53836], [4.43053, -5.15259, 2.09890], [5.42853, -5.68083, 1.35401], [5.32888, -5.63065, -0.02185], [4.19833, -5.01194, -0.64057], [3.06681, -4.49188, 0.11361], [1.96628, -3.99133, -0.43099], [-0.92574, -3.23456, 3.81089], [-4.33256, -2.98585, 4.61301], [-5.77669, -1.87807, 3.01803], [-5.04726, -1.78140, 0.54814], [-2.87602, -2.42852, -0.07441], [2.46873, -3.90172, 3.40320], [4.57052, -5.15292, 3.17331], [6.32726, -6.12043, 1.73364], [6.06867, -6.11307, -0.65034], [4.22958, -4.77058, -1.67687], [0.45890, -0.29778, -4.34972], [0.61282, -1.62329, -4.68501], [-0.65917, -2.17184, -4.73189], [1.19984, -1.73581, -5.85057], [1.49661, -2.55818, -3.31118], [0.65921, -2.17149, -2.18513], [1.60335, -3.93448, -3.67779], [3.02683, -1.86771, -3.20278], [3.27021, -1.00140, -1.88431], [2.17024, -0.14842, -1.42655], [3.62262, -1.83182, -0.63870], [4.74173, 0.29039, -2.20278], [5.84295, -0.47651, -1.89593], [4.89929, 0.78789, -3.43502], [4.68816, 1.33797, -1.34825], [2.24688, 3.44406, 0.08479], [1.26163, 3.79273, -0.99009], [1.84832, 3.65907, -2.41405], [0.71146, 5.16577, -0.73702], [0.10286, 2.86649, -0.98573], [-0.79051, 1.97883, 0.06937], [0.34688, 0.28877, 0.98406], [-1.34571, 2.99478, 1.18143], [-1.94748, 2.75349, 2.45699], [-2.75808, 4.02260, 2.67028], [-0.87474, 2.72102, 3.52030], [-2.86544, 1.55548, 2.35345], [-1.98168, 1.29167, -0.79716], [-2.78823, 1.92603, -1.85714], [-2.09381, 1.43311, -3.12027], [-4.24953, 1.39431, -1.66756], [-2.85907, 3.42505, -1.69716], [3.01812, 4.25366, 0.14824], [2.80368, 2.52234, -0.09303], [1.78001, 3.47442, 1.12627], [2.67326, 4.33741, -2.57784], [1.12962, 3.84003, -3.21062], [2.24047, 2.65934, -2.56640], [1.54344, 5.88605, -0.72269], [0.15839, 5.21671, 0.19922], [-0.01949, 5.52377, -1.47069], [-2.14086, 4.88821, 2.44042], [-3.16983, 4.19012, 3.71557], [-3.57700, 4.17153, 1.99293], [-0.45019, 3.73934, 3.54420], [-0.11329, 1.98824, 3.23834], [-1.23493, 2.45995, 4.52699], [-3.49472, 1.72073, 1.49589], [-3.47304, 1.40347, 3.28392], [-2.27419, 0.66459, 2.14184], [-2.10207, 0.31942, -3.05168], [-1.07210, 1.80221, -3.07774], [-2.63225, 1.79086, -4.02616], [-4.18448, 0.31852, -1.51441], [-4.90803, 1.66584, -2.51856], [-4.67458, 1.76532, -0.76087], [-1.97174, 3.87050, -2.13348], [-2.91500, 3.76719, -0.64939], [-3.77912, 3.74373, -2.23507]]
}


Entry 2:
{
  "formula": "C28H37GeLiN3O5",
  "method": "ωB97M-V/def2-TZVPD",
  "lumo_ev": [-0.12, -3.85],
  "largest_force_ha_per_bohr": 0.0554,
  "s2": 0.7561,
  "homo_ev": [-7.12, -7.12],
  "multiplicity": 2,
  "orbital_gap_ev": [6.9962, 3.2713],
  "symbols": ["Li", "C", "C", "C", "C", "O", "Ge", "O", "C", "C", "C", "C", "O", "C", "C", "C", "C", "H", "H", "H", "H", "H", "H", "H", "H", "H", "H", "H", "H", "H", "H", "H", "H", "H", "H", "H", "H", "H", "H", "H", "H", "H", "H", "H", "O", "C", "O", "C", "C", "C", "N", "C", "C", "C", "C", "C", "C", "C", "N", "C", "C", "C", "C", "C", "N", "H", "H", "H", "H", "H", "H", "H", "H", "H", "H"],
  "positions_angstrom": [[0.28766, -0.21850, -0.67148], [-3.02099, -2.85930, 2.55018], [-3.17441, -1.73724, 1.51698], [-3.97227, -2.26509, 0.31503], [-3.92207, -0.56352, 2.15511], [-1.90951, -1.26269, 1.08822], [-0.25256, -1.99348, 1.37787], [0.28198, -2.35092, -0.40005], [0.35460, -3.65086, -0.96590], [0.83046, -4.67300, 0.07029], [-1.01479, -4.07540, -1.50020], [1.36265, -3.60046, -2.11759], [0.64313, -0.35918, 1.17137], [1.33304, 0.31278, 2.21932], [2.83439, 0.31425, 1.92232], [1.08158, -0.37994, 3.56058], [0.82059, 1.75522, 2.28157], [-3.99561, -3.15181, 2.93601], [-2.39878, -2.52073, 3.38342], [-2.54739, -3.73415, 2.09074], [-4.80608, -2.88648, 0.64089], [-3.31785, -2.85878, -0.32095], [-4.36202, -1.43380, -0.26850], [-4.94875, -0.85205, 2.38083], [-3.93384, 0.28119, 1.46551], [-3.42878, -0.25239, 3.07772], [0.06079, -4.83101, 0.83434], [1.73938, -4.31586, 0.56047], [1.04184, -5.62732, -0.40931], [-1.73128, -4.12183, -0.67777], [-0.96192, -5.05912, -1.96595], [-1.36766, -3.35390, -2.23876], [2.37587, -3.50159, -1.72724], [1.14146, -2.75021, -2.76452], [1.30737, -4.51360, -2.70882], [3.20355, -0.70720, 1.79995], [3.37688, 0.78851, 2.73978], [3.03199, 0.86143, 1.00193], [1.53942, -1.37592, 3.55684], [0.00270, -0.47042, 3.72887], [1.51521, 0.19266, 4.37755], [0.91541, 2.21460, 1.29715], [1.39867, 2.33586, 2.99931], [-0.22987, 1.77270, 2.57970], [0.37133, 7.25606, -1.33215], [1.41250, 6.59541, -1.22844], [2.60876, 6.86925, -1.06564], [1.14779, 5.01341, -1.28438], [-0.13902, 4.51275, -1.23479], [-0.31556, 3.12759, -1.24969], [0.71045, 2.29149, -1.30600], [1.94620, 2.76481, -1.38484], [2.21115, 4.13513, -1.37885], [3.00976, 1.73495, -1.46767], [4.36283, 2.04697, -1.34900], [5.29884, 1.02904, -1.40552], [4.86569, -0.27609, -1.57550], [3.50038, -0.49609, -1.67231], [2.59295, 0.47353, -1.62678], [-1.65462, 2.49220, -1.27187], [-2.82282, 3.19585, -0.98283], [-4.04435, 2.56383, -1.14029], [-4.07280, 1.24509, -1.56591], [-2.86020, 0.60856, -1.78275], [-1.68363, 1.20716, -1.64177], [-0.96897, 5.20507, -1.21424], [3.21086, 4.54099, -1.44072], [4.68406, 3.06663, -1.19558], [6.35358, 1.25452, -1.31570], [5.56377, -1.10055, -1.62645], [3.10783, -1.49876, -1.78884], [-2.78395, 4.22055, -0.64375], [-4.96447, 3.09954, -0.94550], [-5.01010, 0.72678, -1.72003], [-2.82241, -0.42710, -2.10504]]
}


Entry 3:
{
  "formula": "C28H37N4",
  "method": "ωB97M-V/def2-TZVPD",
  "lumo_ev": -4.59,
  "largest_force_ha_per_bohr": 0.0290,
  "total_charge": 1,
  "homo_ev": -9.97,
  "orbital_gap_ev": 5.3845,
  "e_above_lowest_ev": 0.000,
  "symbols": ["C", "N", "C", "C", "C", "N", "C", "C", "C", "N", "C", "H", "H", "H", "H", "H", "H", "H", "H", "H", "H", "H", "H", "H", "H", "H", "C", "C", "C", "C", "C", "N", "C", "C", "C", "C", "C", "C", "C", "C", "C", "C", "C", "C", "C", "C", "C", "H", "H", "H", "H", "H", "H", "H", "H", "H", "H", "H", "H", "H", "H", "H", "H", "H", "H", "H", "H", "H", "H"],
  "positions_angstrom": [[-1.63263, 1.65511, 2.49872], [-1.21224, 0.30675, 2.24738], [-2.26135, -0.68023, 2.28179], [-1.80988, -1.91343, 1.55652], [-0.44374, -2.34885, 1.99046], [0.49925, -1.25294, 2.03085], [1.87048, -1.70546, 2.15347], [2.79511, -0.56242, 2.48078], [2.33122, 0.73732, 1.86262], [0.97296, 1.07626, 2.22329], [0.13396, 0.05792, 2.16680], [-0.78473, 2.31358, 2.30655], [-2.47931, 1.91295, 1.84876], [-1.94628, 1.75979, 3.54548], [-2.56501, -0.90005, 3.32031], [-3.12933, -0.23383, 1.78696], [-2.51534, -2.71587, 1.77158], [-1.82702, -1.72409, 0.48019], [-0.49662, -2.82016, 2.98453], [-0.06131, -3.09552, 1.28644], [1.92710, -2.47283, 2.93765], [2.16084, -2.17721, 1.20208], [2.85400, -0.44394, 3.56672], [3.78801, -0.82753, 2.11103], [2.96142, 1.56957, 2.19983], [2.44613, 0.64155, 0.76445], [-1.64938, 7.43689, 3.44646], [-2.34346, 6.13363, 3.05974], [-3.81835, 6.18676, 3.47200], [-2.28529, 5.89730, 1.55635], [-1.63499, 5.01092, 3.80281], [-2.25842, 4.40224, 4.82958], [-1.44452, 3.44233, 5.42769], [-0.21109, 3.45825, 4.75389], [0.69770, 2.42302, 4.96181], [0.34784, 1.39625, 5.84295], [-0.88689, 1.41004, 6.51391], [-1.81813, 2.43294, 6.29947], [-0.30594, 4.47195, 3.69878], [0.70662, 4.68071, 2.75298], [2.09491, 4.72012, 3.07488], [2.60100, 4.85010, 4.40341], [3.96658, 4.84324, 4.64701], [4.87534, 4.60826, 3.60742], [6.31132, 4.34039, 3.92472], [4.41125, 4.61746, 2.28311], [3.05385, 4.69700, 2.02131], [-0.57326, 7.38691, 3.24584], [-2.07437, 8.28168, 2.89026], [-1.78418, 7.62987, 4.51790], [-4.33429, 5.24253, 3.25716], [-3.95498, 6.45538, 4.52579], [-4.32284, 6.96114, 2.88340], [-2.69036, 4.90545, 1.31925], [-2.90768, 6.64416, 1.04386], [-1.26517, 5.96617, 1.16924], [-3.20663, 4.58448, 5.14374], [1.64123, 2.41334, 4.41979], [1.04387, 0.57221, 6.01054], [-1.12201, 0.61016, 7.21254], [-2.79298, 2.47509, 6.78396], [0.44147, 4.86532, 1.70948], [1.90130, 4.98010, 5.23004], [4.34448, 4.99816, 5.66130], [6.89191, 4.23860, 3.00459], [6.76062, 5.14040, 4.52429], [6.41387, 3.41452, 4.50739], [5.13688, 4.53897, 1.46970], [2.68432, 4.72022, 0.99509]]
}